Record 1
Below is 7 unconnected molecules or ions with the total composition C4H23N2O8, with properties calculated with the ωB97M-V functional and the def2-TZVPD basis.

Last column: Mulliken charge in e.
Positions of all 37 atoms, in Å:
C: 1.00058 1.33429 -0.33166  -1.12
N: 1.17404 1.17927 -1.78091  -0.28
C: 0.39912 2.04603 -2.62944  -0.49
O: -0.68318 1.42791 -3.33393  -0.61
C: -0.30379 0.83959 0.27010  -0.19
N: -0.39430 -0.63169 0.36565  -0.28
C: 0.52379 -1.24690 1.38392  -0.80
O: 0.37126 -0.78337 2.65648  -0.78
H: 1.82379 0.81685 0.14592  0.39
H: 1.12358 2.38604 -0.09712  0.44
H: 1.07719 0.22265 -2.07115  0.36
H: 0.02710 2.89363 -2.05270  0.36
H: 1.03035 2.42503 -3.43051  0.30
H: -1.27987 0.93905 -2.75013  0.39
H: -1.14639 1.18048 -0.33136  0.44
H: -0.42718 1.29383 1.25171  0.20
H: -1.32303 -0.86014 0.70905  0.23
H: 1.53742 -1.06155 1.00587  0.32
H: 0.30187 -2.32835 1.30391  0.31
H: -0.40865 -0.23548 -4.27954  0.42
H: -0.10389 -1.57178 -3.60014  0.38
O: -0.57556 -1.18944 -4.36938  -0.81
H: 1.28375 -2.44863 -1.59890  0.29
H: 0.11332 -1.56420 -1.03986  0.42
O: 0.45347 -2.03346 -1.85870  -0.70
H: 1.92596 -0.68573 3.38024  0.35
H: 2.56301 0.32431 4.33764  0.28
O: 2.77175 -0.48108 3.85322  -0.75
H: -1.12017 1.20228 4.25657  0.34
H: -0.00997 0.84402 3.32403  0.39
O: -0.37377 1.61816 3.81412  -0.72
H: -2.57723 -0.97543 3.18841  0.29
H: -1.03560 -1.04207 3.47787  0.34
O: -1.93917 -1.13634 3.91235  -0.72
H: -1.62903 -1.06851 -1.64922  0.32
H: -1.94434 -0.99467 -3.15046  0.45
O: -2.22626 -0.63459 -2.28197  -0.79

For the relative energy (zero: lowest compared OMol25 entry of this formula, charge and spin), the calculation gives 0.0 kcal per mole. Its gap between HOMO and LUMO is 8.7137 eV. As for the charge: -1. The calculation puts the LUMO energy at 3.04 eV.



Record 2
Below is 6 unconnected molecules or ions with the total composition C4H23N3O6 in a non-equilibrium geometry, with properties calculated with the ωB97M-V functional and the def2-TZVPD basis.

Last column: Mulliken charge in e.
Positions of all 36 atoms, in Å:
C: -0.27146 -1.90802 0.44501  0.09
N: -0.65781 -2.04141 -0.93685  -0.24
C: 0.23561 -1.49248 -1.90136  -0.56
N: 0.48852 -0.02245 -1.75536  -0.30
C: -1.28199 -1.27215 1.39633  -0.91
N: -1.32878 0.17120 1.39059  0.12
C: -2.27472 0.92800 0.67358  -0.67
O: -1.75010 1.61885 -0.50799  -0.64
H: 0.60455 -1.29868 0.55730  -0.40
H: 0.00692 -2.87361 0.86677  0.43
H: -1.63394 -1.85882 -1.14976  0.33
H: 1.20397 -1.95900 -1.70584  0.30
H: -0.11143 -1.74568 -2.88890  0.36
H: -0.18611 0.33400 -1.08761  0.08
H: 0.22265 0.46694 -2.60464  0.30
H: -1.06982 -1.61516 2.40741  0.37
H: -2.29174 -1.67651 1.21681  0.39
H: -0.46355 0.60254 1.66010  0.05
H: -2.69969 1.69440 1.29786  0.34
H: -3.02911 0.34433 0.19220  0.41
H: -0.98532 2.21572 -0.37279  0.32
H: -2.08015 0.52525 -1.86303  0.32
H: -2.31475 0.34564 -3.39008  0.29
O: -2.56588 -0.03043 -2.54657  -0.62
H: 2.12619 0.27326 -1.24770  0.45
H: 3.20163 1.34677 -1.50384  0.25
O: 2.86897 0.76041 -0.80060  -0.80
H: 1.57300 1.91254 0.09802  0.40
H: 0.65362 2.20403 1.27404  0.32
O: 0.72190 2.36050 0.31646  -0.74
H: 3.57988 -0.17622 0.67654  0.40
H: 2.49934 -1.14334 1.00471  0.34
O: 3.24729 -0.71183 1.42618  -0.79
H: 1.98606 0.34980 2.30671  0.38
H: 1.46608 0.66201 3.71369  0.28
O: 1.18938 0.65860 2.77996  -0.63

For the relative energy (zero: lowest compared OMol25 entry of this formula, charge and spin), the calculation gives 0.0 kcal per mole. Its gap between HOMO and LUMO is 8.9071 eV. The calculation puts the LUMO energy at 0.46 eV.